Density functional theory data (ωB97M-V/def2-TZVPD) for a gas-phase ion, C3H10N3S (charge +1) in a non-equilibrium geometry.

```
! RIJCOSX wB97M-V def2-TZVPD def2/J DEFGRID3
* xyz 1 1
C 0.375 -1.027 -0.928
C -0.124 -0.501 1.459
C -2.230 1.055 0.137
N 0.165 -1.342 0.459
N 1.587 -0.259 -1.085
N 1.490 0.781 -0.162
S -1.088 0.820 1.596
H 0.405 -1.785 -1.666
H -0.380 -0.449 -1.423
H 0.436 -0.545 2.374
H -3.086 1.349 0.688
H -2.524 0.159 -0.342
H -2.030 1.907 -0.486
H 0.995 -1.896 0.655
H 2.335 -0.784 -0.867
H 1.397 1.519 -0.805
H 2.278 0.997 0.396
*
```

Values from the calculation:
Lowest unoccupied orbital energy, eV: -4.4
HOMO, eV: -13.09
Relative energy (zero: lowest compared OMol25 entry of this formula, charge and spin), kcal per mole: 79.8
Energy, eV: -18569.411
Kohn-Sham gap, hartree: 0.3178
F_max, eV Å⁻¹: 4.3

=====

Density functional theory data (ωB97M-V/def2-TZVPD) for a molecular structure, C30H35IInN4O4P2 in a non-equilibrium geometry.

```
! RIJCOSX wB97M-V def2-TZVPD def2/J DEFGRID3
* xyz 1 1
In -1.176 0.776 0.179
C -2.457 -2.661 0.791
P -0.896 -1.981 0.120
C 0.246 -1.949 1.582
N 0.104 -3.030 2.325
C 0.644 -3.014 3.578
C 0.359 -4.068 4.465
C 1.118 -4.175 5.611
C 2.170 -3.290 5.922
C 2.412 -2.235 5.093
C 1.668 -2.050 3.916
N 1.806 -0.934 3.161
C 1.153 -0.883 2.030
P 1.229 0.818 1.241
C 0.972 1.897 2.684
C 2.997 0.873 0.660
C 3.853 1.387 1.815
C 3.620 -0.468 0.204
C 3.010 1.881 -0.549
C -0.105 -3.219 -1.064
C 1.374 -2.885 -1.298
C -0.732 -3.004 -2.449
C -0.285 -4.638 -0.538
H -2.325 -3.534 1.503
H -3.073 -3.083 -0.001
H -3.068 -1.890 1.327
H -0.422 -4.806 4.319
H 0.975 -5.059 6.270
H 2.740 -3.416 6.869
H 3.164 -1.488 5.363
H 1.428 1.434 3.515
H -0.092 2.057 2.898
H 1.455 2.857 2.457
H 3.600 0.856 2.727
H 3.690 2.408 2.055
H 4.909 1.133 1.555
H 3.904 -1.111 1.044
H 4.595 -0.268 -0.292
H 3.018 -1.016 -0.533
H 2.740 2.913 -0.241
H 2.242 1.612 -1.355
H 3.980 1.989 -1.013
H 1.528 -1.874 -1.644
H 1.744 -3.598 -2.061
H 2.009 -3.080 -0.400
H -0.437 -1.991 -2.819
H -1.837 -3.136 -2.420
H -0.251 -3.736 -3.096
H -0.030 -4.780 0.513
H 0.319 -5.345 -1.132
H -1.317 -4.921 -0.652
O -6.772 5.392 0.493
C -6.911 6.266 -0.272
O -7.096 7.157 -0.991
C -3.953 4.762 -0.901
C -3.553 4.099 -2.006
C -2.871 2.884 -1.877
N -2.542 2.410 -0.690
C -3.008 2.983 0.405
C -3.744 4.260 0.292
C -2.987 2.425 1.756
O -3.655 2.945 2.673
O -2.152 1.382 1.958
H -3.859 4.466 -2.978
H -2.589 2.315 -2.763
H -4.146 4.666 1.221
I -0.269 -0.873 -7.376
C -0.103 0.814 -6.134
C 0.868 1.724 -6.396
C 1.013 2.782 -5.522
C 0.192 2.828 -4.421
N -0.798 1.951 -4.196
C -0.983 0.933 -5.018
H 1.440 1.643 -7.319
H 1.712 3.612 -5.630
H 0.323 3.649 -3.678
H -1.830 0.246 -4.866
*
```

Values from the calculation:
Lowest unoccupied orbital energy, eV: -4.4
HOMO, eV: -7.99
Energy, eV: -77671.077
Kohn-Sham gap, hartree: 0.1315
F_max, eV Å⁻¹: 4.7

=====

Density functional theory data (ωB97M-V/def2-TZVPD) for a gas-phase ion, C6H13N2O2 (charge +1) in a non-equilibrium geometry.

```
! RIJCOSX wB97M-V def2-TZVPD def2/J DEFGRID3
* xyz 1 1
C 0.162 -0.753 -0.794
C 0.897 -0.086 0.128
C 2.120 -1.066 0.048
C -1.463 1.623 1.044
C -2.516 1.304 -0.104
C 0.025 2.005 0.630
N 2.775 -1.570 1.180
N 0.935 -1.999 -0.752
O -2.641 -0.128 -0.289
O 1.015 1.022 0.876
H -0.934 -0.736 -1.067
H 2.782 -0.754 -0.745
H -1.939 2.494 1.463
H -1.206 0.984 1.910
H -3.493 1.757 0.194
H -2.035 1.656 -1.076
H 0.263 2.844 1.325
H 0.166 2.319 -0.348
H 2.336 -1.568 2.081
H 3.332 -2.368 1.055
H 0.533 -2.768 -0.101
H 1.063 -2.433 -1.691
H -3.418 -0.267 -0.951
*
```

Values from the calculation:
Lowest unoccupied orbital energy, eV: -3.1
HOMO, eV: -13.54
Relative energy (zero: lowest compared OMol25 entry of this formula, charge and spin), kcal per mole: 94.1
Energy, eV: -13498.367
SMILES: N[C@H]1[NH2+]C=C1OCCCO
Kohn-Sham gap, hartree: 0.3833
F_max, eV Å⁻¹: 3.5